Record 1
Molecular formula: C4H8O2S
Method: DFT, ωB97M-V/def2-TZVPD

Summary:
HOMO energy ... -0.329 Ha
Frontier orbital gap ... 9.5 eV
SMILES ... O=C(O)CCCS
DFT total energy ... -19207.4022 eV
Energy above the lowest of the compared OMol25 structures with the same formula, charge and spin ... 0.996 eV

CARTESIAN COORDINATES (ANGSTROEM)
O 0.8088 1.7512 2.3365
C 0.2079 1.4471 1.3424
O -1.0977 1.1694 1.2953
C 0.9727 0.9094 0.0626
C 0.5634 -0.4868 -0.1946
C -0.8722 -0.7996 -0.8608
S -0.4550 -1.9407 -2.2510
H -1.6595 1.7729 1.8039
H 2.0229 0.9432 0.3340
H 0.8180 1.5332 -0.8270
H 1.3161 -0.9846 -0.8154
H 0.5607 -1.0891 0.6955
H -1.2503 0.1674 -1.0983
H -1.5884 -1.2366 -0.1433
H -0.3474 -3.1564 -1.6798

=====

Record 2
Molecular formula: C4H8O2S
Method: DFT, ωB97M-V/def2-TZVPD

Summary:
HOMO energy ... -0.324 Ha
Frontier orbital gap ... 8.9 eV
DFT total energy ... -19202.3174 eV
Energy above the lowest of the compared OMol25 structures with the same formula, charge and spin ... 6.081 eV

CARTESIAN COORDINATES (ANGSTROEM)
C 0.9256 -0.0832 0.2665
C 0.0665 -1.0223 -0.3991
C -1.1462 -0.7431 0.4254
C -0.3261 0.7503 0.8486
H 2.9430 -0.0749 -0.1587
H 1.6026 -0.6022 0.9083
H 0.6656 -1.8770 -0.4253
H -0.0720 -0.7301 -1.5158
H -1.4431 -1.2392 1.3259
H -1.8966 -0.2844 -1.6535
H -0.4265 0.8912 2.0146
H 0.2978 2.7377 -0.6123
O 1.9560 0.5904 -0.4444
O -2.3135 -0.4865 -0.4282
S -0.8330 2.1732 -0.1521

=====

Record 3
Molecular formula: C4H8O3
Method: DFT, ωB97M-V/def2-TZVPD

Summary:
HOMO energy ... -0.377 Ha
Frontier orbital gap ... 11.0 eV
SMILES ... C[C@@H](O)[C@@H](O)C=O
DFT total energy ... -10419.6208 eV
Energy above the lowest of the compared OMol25 structures with the same formula, charge and spin ... 1.383 eV

CARTESIAN COORDINATES (ANGSTROEM)
C 0.6263 -0.1229 -1.6252
C 0.6926 0.5548 -0.2659
O 0.0330 1.7879 -0.3875
C 0.0682 -0.2582 0.9018
O -0.2468 0.6230 1.9487
C -1.1562 -1.0761 0.5511
O -2.1912 -0.9495 1.1669
H 1.1977 0.4683 -2.3460
H 1.0369 -1.1387 -1.6089
H -0.4110 -0.1556 -1.9759
H 1.7502 0.7088 0.0055
H -0.0855 2.1049 0.5219
H 0.8184 -0.9959 1.2366
H -1.1766 0.4337 2.1755
H -1.0482 -1.8379 -0.2423

=====

Record 4
Molecular formula: C4H8O3
Method: DFT, ωB97M-V/def2-TZVPD

Summary:
HOMO energy ... -0.363 Ha
Frontier orbital gap ... 10.7 eV
SMILES ... COCC(=O)OC
DFT total energy ... -10419.0624 eV
Energy above the lowest of the compared OMol25 structures with the same formula, charge and spin ... 1.941 eV

CARTESIAN COORDINATES (ANGSTROEM)
C 1.2329 1.6274 -0.6085
O 0.1073 2.2011 0.0513
C -0.5248 1.1972 0.7880
C -0.5683 -0.1142 0.0036
O -0.6898 -0.2066 -1.1991
O -0.4659 -1.1788 0.7921
C -0.4869 -2.4184 0.0772
H 1.6817 2.3745 -1.2544
H 0.7986 0.8279 -1.2632
H 1.9881 1.3324 0.1524
H -0.0461 1.0294 1.7668
H -1.5666 1.4898 0.9633
H -1.3634 -2.4718 -0.5724
H 0.4122 -2.4993 -0.5398
H -0.5090 -3.1906 0.8427

=====

Record 5
Molecular formula: C4H8O3
Method: DFT, ωB97M-V/def2-TZVPD

Summary:
HOMO energy ... -0.388 Ha
Frontier orbital gap ... 11.6 eV
SMILES ... C[C@@H]1CO1.O=CO
DFT total energy ... -10419.3481 eV
Energy above the lowest of the compared OMol25 structures with the same formula, charge and spin ... 1.655 eV

CARTESIAN COORDINATES (ANGSTROEM)
C -2.0511 1.3643 -0.6130
C -0.7187 0.6744 -0.5470
C -0.5988 -0.7830 -0.5578
O -0.4614 -0.0449 0.6654
H -2.8334 0.7138 -0.2122
H -2.2975 1.6121 -1.6493
H -2.0414 2.2925 -0.0339
H 0.1389 1.2502 -0.8973
H 0.3153 -1.2652 -0.8966
H -1.5037 -1.3845 -0.6016
O 2.2920 -1.8504 0.1260
C 2.7374 -1.1301 0.9888
O 2.0984 -0.1394 1.5893
H 3.7595 -1.2135 1.3859
H 1.1645 -0.0966 1.2532

=====

Record 6
Molecular formula: C4H8O3
Method: DFT, ωB97M-V/def2-TZVPD

Summary:
HOMO energy ... -0.383 Ha
Frontier orbital gap ... 11.3 eV
SMILES ... COC(=O)CCO
DFT total energy ... -10420.0313 eV
Energy above the lowest of the compared OMol25 structures with the same formula, charge and spin ... 0.972 eV

CARTESIAN COORDINATES (ANGSTROEM)
C 2.7478 -0.7626 -0.1434
O 1.5558 -0.4653 0.5849
C 0.4847 -0.1940 -0.1774
O 0.5124 -0.2200 -1.3862
C -0.7096 0.1684 0.6771
C -1.9974 0.3064 -0.1300
O -2.6222 1.5208 0.2532
H 3.0148 0.0710 -0.7977
H 3.5211 -0.9251 0.6073
H 2.6116 -1.6596 -0.7527
H -0.7884 -0.5534 1.4963
H -0.4981 1.1410 1.1372
H -1.7455 0.3071 -1.1977
H -2.6615 -0.5496 0.0619
H -3.2424 1.7642 -0.4422